Formula: C42H35BBrEuF4N4P2S
Source: the OMol25 dataset
Level of theory: ωB97M-V/def2-TZVPD

**Orbital gap (spin up / spin down)**: 6.52 / 7.06 eV
**HOMO level (spin up / spin down)**: -0.278 / -0.278 Eh
**<S²>**: 12.0343
**E_tot**: -6630.34601 a.u.
**E_LUMO (spin up / spin down)**: -1.03 / -0.49 eV
**Multiplicity**: 7

XYZ file:
```
91
Properties=species:S:1:pos:R:3:forces:R:3:lowdin_charge:R:1
Eu -0.64785 -0.48694 1.07145 1.561 1.030 0.474 1.756
Br -2.03031 2.19879 1.61021 0.237 -0.065 0.555 0.818
S 1.53145 1.68442 1.69128 -0.260 -0.431 0.189 0.605
P 4.49761 -1.53502 3.12000 -0.393 0.048 0.128 1.078
P 1.65894 -2.43141 1.71535 1.060 -0.284 0.322 1.003
F -3.31638 -0.66880 1.59327 -0.024 -0.011 -0.176 0.086
F -2.37161 -0.51056 -0.45864 -0.460 0.012 -0.334 -0.013
F -4.13894 -1.99290 -0.13580 0.003 -0.035 -0.073 0.225
F -2.05561 -2.35081 0.83702 -0.065 -0.466 -0.010 -0.016
N 0.71943 1.93632 -0.86795 -0.433 0.810 -0.589 -0.040
N 0.95370 3.85417 0.31006 -0.013 0.038 -0.050 0.078
N 0.52621 0.60713 -0.85898 0.336 -0.323 -0.121 -0.147
N 0.01479 -2.07919 -1.03672 0.013 0.053 -0.130 0.038
C -0.18314 -3.39013 -1.15740 -0.119 -0.102 0.093 -0.129
C 6.30128 -5.07813 4.25884 0.041 -0.055 -0.028 -0.087
C -0.49566 -5.86317 2.17041 -0.026 -0.078 0.032 -0.070
C 3.77330 1.91016 5.17623 -0.009 0.049 0.035 -0.080
C 2.15428 -5.24706 1.61872 0.029 0.004 0.106 -0.113
C 4.17446 -0.75718 5.84632 -0.011 0.136 0.012 -0.099
C -0.71099 -0.07974 3.47924 0.208 -0.011 0.530 -0.270
C -0.00467 1.54645 5.25301 -0.140 -0.079 -0.162 -0.173
C 0.65273 -1.44802 -2.03789 0.031 -0.597 -0.102 -0.268
C 4.07976 -2.99030 -1.62276 -0.011 -0.106 -0.009 -0.090
C 0.29748 -4.14999 -2.20979 0.061 0.071 -0.129 -0.044
C -0.34670 3.92918 4.98848 0.081 -0.092 0.113 -0.079
C 0.41277 -6.88185 1.92524 -0.053 0.085 -0.002 -0.078
C 5.53788 -2.81141 3.92871 0.146 0.098 -0.190 -0.394
C 1.23683 -4.21333 1.80321 -0.270 0.150 0.008 -0.379
C 4.26682 -0.35573 4.51306 0.001 -0.123 -0.098 -0.399
C -1.12094 2.40230 3.32258 -0.246 0.100 -0.340 -0.579
C 0.14636 2.87808 5.70501 0.037 0.108 -0.004 -0.040
C -0.62516 1.25985 4.00172 -0.112 -0.017 0.065 -0.297
C 7.40987 -4.61956 4.95125 0.003 -0.041 0.009 -0.094
C 1.15363 -2.13794 -3.14246 -0.032 0.223 0.036 -0.017
C 0.44985 0.47216 6.05204 -0.027 -0.135 -0.001 -0.049
C 7.59353 -3.25416 5.12444 0.034 0.051 -0.012 -0.082
C 4.60265 -1.71821 -1.78329 0.039 0.047 -0.046 -0.083
C 6.67593 -2.35892 4.60307 -0.108 -0.074 -0.010 -0.113
C 2.79343 -2.32717 3.22732 -0.117 0.123 -0.293 -0.429
C 2.84110 -2.27064 0.31736 -0.114 0.138 -0.083 -0.399
C 0.84228 -0.01797 -1.93672 -0.046 0.422 0.334 -0.091
C 4.23259 -0.70932 -0.90580 -0.027 -0.014 -0.025 -0.072
C 3.35322 -0.98339 0.12681 -0.010 -0.139 0.035 -0.185
C 0.98890 2.50614 0.28600 0.508 -0.429 -0.067 -0.950
C 1.00234 -3.50720 -3.21616 -0.185 -0.120 0.064 -0.056
C -0.27792 -1.06359 4.35380 -0.326 0.070 -0.374 -0.184
C 5.37575 -4.18076 3.74300 -0.070 0.047 0.068 -0.097
C 0.26865 -0.80972 5.63023 0.107 0.025 0.153 -0.096
C 3.71477 1.51086 6.50066 0.006 0.066 0.006 -0.103
C 3.91265 0.17688 6.83488 0.051 -0.089 0.034 -0.090
C -0.08174 -4.54041 2.12002 0.080 0.050 -0.014 -0.122
C -1.01226 3.68272 3.77389 -0.106 -0.030 -0.149 -0.149
C 4.06548 0.98035 4.18729 0.019 -0.027 0.034 -0.118
C 3.19930 -3.26588 -0.58490 0.031 -0.080 0.066 -0.109
C 1.74221 -6.56914 1.67547 0.068 -0.080 -0.021 -0.071
B -3.07797 -1.40275 0.43609 -0.972 -0.157 0.107 -1.298
H 0.08875 -7.91418 1.93738 0.018 -0.008 0.042 0.105
H 8.13376 -5.32129 5.34431 -0.012 -0.001 0.028 0.100
H 3.85232 -0.13872 7.86937 0.006 0.011 0.005 0.105
H 8.45769 -2.88464 5.66161 0.014 -0.007 -0.013 0.104
H 5.28464 -1.50896 -2.59786 0.022 -0.013 0.011 0.103
H 3.19658 -5.01827 1.43448 -0.015 -0.040 -0.013 0.094
H 4.52288 -4.56458 3.19568 0.017 0.001 0.024 0.073
H 2.91788 -3.34474 3.59660 -0.121 0.010 0.023 0.031
H -1.42678 4.50222 3.20265 0.003 -0.014 -0.015 0.096
H 2.23942 -1.76146 3.97595 -0.037 -0.068 0.028 0.013
H -0.76269 -3.86298 -0.37667 0.051 0.034 0.059 0.099
H -1.52813 -6.09426 2.39850 0.003 0.001 0.008 0.110
H 1.29603 0.51294 -2.76846 -0.022 0.087 0.030 0.129
H 6.15772 -6.14123 4.11186 -0.010 0.000 -0.004 0.102
H -0.24276 4.94654 5.34180 0.014 -0.003 0.013 0.103
H 2.46059 -7.36502 1.52417 0.021 0.022 -0.021 0.107
H 6.82546 -1.29206 4.71879 0.066 -0.017 0.071 0.105
H 4.62093 0.29457 -1.02181 -0.011 0.001 -0.016 0.111
H 0.57439 -1.64016 6.25697 0.035 0.006 0.002 0.105
H 0.92981 0.69075 6.99806 -0.053 -0.014 0.010 0.105
H 3.03398 -0.18268 0.77978 0.048 0.085 0.025 0.000
H 2.78614 -4.26037 -0.49534 0.009 0.027 -0.079 0.085
H 0.11517 -5.21506 -2.23216 0.001 -0.003 0.011 0.111
H 1.16324 4.32286 1.17096 -0.024 0.032 -0.007 0.078
H 3.51022 2.23775 7.27720 -0.025 -0.002 0.002 0.103
H -0.79298 -3.75232 2.33540 -0.053 -0.021 -0.105 0.080
H 4.12548 1.29531 3.15449 -0.027 0.024 -0.079 0.067
H 4.31631 -1.79861 6.10814 0.001 -0.006 0.022 0.110
H 0.55478 4.35023 -0.46815 0.021 -0.001 0.012 0.099
H 3.58534 2.94105 4.90448 0.027 0.006 0.009 0.107
H 1.66726 -1.58913 -3.92019 0.023 0.009 0.012 0.119
H 1.41061 -4.06713 -4.04741 -0.005 0.030 -0.025 0.114
H 4.34622 -3.78061 -2.31402 0.010 0.009 -0.009 0.106
H 0.66919 3.03762 6.64114 -0.056 0.044 0.026 0.110
H -0.35592 -2.11284 4.06655 0.054 0.018 -0.056 0.066
```
Forces are in eV/Å.